C19H30DyNO2P2 as an isolated structure in a non-equilibrium geometry, computed with wB97M-V/def2-TZVPD.

Its spin multiplicity is 6. The HOMO energy (alpha / beta) is -7.217 / -7.125 eV. As for the total charge: 0. For the relative energy (zero: lowest compared OMol25 entry of this formula, charge and spin), the calculation gives 7.9 kcal/mol.

CARTESIAN COORDINATES (ANGSTROEM)
C 3.92 -0.51 -1.79
C 2.87 -0.27 -0.91
N 1.58 -0.50 -1.27
C 1.32 -1.03 -2.49
C 2.34 -1.33 -3.39
C 3.66 -1.06 -3.04
C 3.20 0.32 0.45
P 1.94 0.00 1.76
Dy -0.27 0.20 0.25
P -1.43 -0.34 -2.12
C -0.11 -1.36 -2.93
O 3.19 3.20 0.48
O 0.49 3.66 1.09
H 4.93 -0.26 -1.46
H 2.07 -1.76 -4.34
H 4.47 -1.27 -3.73
C 2.39 -1.60 2.47
C 2.11 1.23 3.08
H -0.20 -1.21 -4.02
H -0.35 -2.42 -2.71
H 3.27 1.45 0.36
H 4.18 -0.05 0.79
C -2.96 -1.30 -2.07
C -1.69 1.05 -3.27
H 0.26 3.00 0.36
H -0.24 3.54 1.73
H 2.25 3.41 0.69
H 3.39 3.67 -0.35
H -0.47 -1.71 0.47
H 0.03 1.92 -0.58
H 3.34 -1.58 3.02
H 1.57 -1.90 3.14
H 2.43 -2.35 1.67
H 3.09 1.23 3.56
H 1.88 2.24 2.70
H 1.33 1.01 3.82
H -2.10 0.74 -4.24
H -2.37 1.76 -2.78
H -0.74 1.57 -3.41
H -3.38 -1.50 -3.07
H -2.78 -2.24 -1.54
H -3.68 -0.73 -1.47
C -1.91 1.03 1.57
C -2.93 0.58 2.12
C -4.14 0.21 2.75
C -4.25 -0.90 3.62
C -5.47 -1.18 4.25
C -6.60 -0.37 3.99
C -6.50 0.72 3.11
C -5.28 1.00 2.48
H -3.38 -1.53 3.83
H -5.55 -2.00 4.96
H -7.54 -0.58 4.49
H -7.36 1.37 2.94
H -5.20 1.85 1.80